Record 1
24
Properties=species:S:1:pos:R:3:forces:R:3:nbo_charge:R:1 method="wB97M-V/def2-TZVPD" homo_lumo_gap_ev=10.15 de_lowest_ev=1.8893 smiles="C[C@@H](N)CC=O.O.O.O" energy_ha=-517.093145 charge=0
O 1.83975 -0.95518 1.53802 0.3 -0.1 0.9 -0.552
O 1.98525 2.74113 0.64407 -0.4 -0.2 0.0 -0.958
O -2.58530 2.89848 -0.24114 -0.1 0.0 1.0 -0.939
O 1.25234 -3.24503 -0.03585 0.2 -0.3 0.0 -0.952
N -0.25756 1.02426 -0.94784 -0.2 -0.2 0.8 -0.862
C 0.01536 -0.36962 -0.51229 0.1 -0.2 -1.7 -0.073
C -0.58851 -1.36562 -1.48988 -1.0 -0.6 -1.6 -0.640
C -0.44013 -0.62720 0.89358 0.0 0.9 1.7 -0.523
C 0.74274 -0.62771 1.90913 -0.8 0.5 -1.9 0.465
H -1.69037 -1.37578 -1.54870 0.1 0.3 0.6 0.197
H -1.19919 1.30098 -0.67834 0.1 0.0 0.0 0.378
H 0.80286 -3.54012 0.76125 0.1 0.0 0.0 0.463
H -1.10137 0.18983 1.23348 0.1 -0.2 -0.1 0.220
H 1.38252 2.03613 0.34757 0.0 0.3 -0.3 0.487
H -0.30420 -2.40944 -1.43468 0.3 0.0 0.8 0.248
H -0.35145 -1.16362 -2.53973 0.4 0.6 0.1 0.203
H -2.25236 3.55609 -0.83979 0.2 0.4 -0.7 0.473
H 0.54447 -0.14606 2.87796 0.2 -0.4 0.3 0.127
H 2.84102 2.31864 0.69495 0.3 -0.1 0.0 0.464
H -2.35280 3.29455 0.61733 -0.2 -0.4 -0.3 0.474
H -1.05032 -1.52953 0.98183 0.3 -0.1 0.0 0.244
H 1.10144 -0.46581 -0.54507 -0.1 -0.2 0.0 0.203
H 1.91320 -2.61187 0.27448 -0.2 0.0 0.1 0.490
H -0.24741 1.07251 -1.96035 0.2 0.0 0.0 0.362

---

Record 2
67
Properties=species:S:1:pos:R:3:forces:R:3:nbo_charge:R:1 method="wB97M-V/def2-TZVPD" homo_lumo_gap_ev=8.49 energy_ha=-3390.587596 charge=0
S 6.52932 -2.11173 0.50659 -0.6 -0.1 -0.3 2.431
S -0.42629 -2.80784 -2.60097 -1.9 0.4 0.9 2.468
S -4.21868 3.96078 1.51928 1.4 -0.9 0.1 1.247
S -2.46295 4.11242 -2.16476 0.4 -0.8 0.5 1.245
S -2.49645 -0.04901 2.40353 0.0 0.4 -0.1 1.211
O 0.47639 -2.77742 -3.64484 3.1 0.1 -2.9 -0.958
O 2.07210 -1.49835 0.81902 0.4 -0.4 -0.9 -0.384
O 5.46344 -1.84151 -0.61342 -0.5 1.1 0.5 -0.732
O -4.69875 3.31393 2.78945 0.2 0.6 0.0 -1.016
O 2.99132 0.36474 0.09850 -1.6 -1.3 1.2 -0.390
O -1.85370 1.15597 1.74880 -0.3 -0.5 0.3 -1.014
O -0.10780 -3.95659 -1.63385 -0.9 -1.4 0.9 -0.733
O 6.20245 -3.34041 1.12081 0.2 -1.6 0.5 -0.952
O -1.79214 -2.98568 -2.89434 -1.5 0.1 0.0 -0.946
O 7.83751 -1.85850 0.01071 0.4 0.0 -0.2 -0.931
O -3.35758 4.95148 -1.31912 0.1 0.3 0.0 -1.021
N 2.22393 -0.29876 0.82358 0.8 0.9 0.7 0.531
C 1.37103 0.37722 1.89096 0.7 2.2 -2.9 -0.479
C 1.18108 -4.43343 -1.33891 2.2 1.4 1.0 -0.081
C 6.01839 -0.85152 1.54514 0.9 1.5 0.7 -0.918
C 5.26735 -2.71116 -1.70281 0.3 0.2 -1.1 -0.070
C -3.33824 2.53082 -2.21697 -0.7 0.5 -2.1 -0.838
C 1.28662 -5.91716 -1.21328 -0.7 -0.4 1.1 -0.627
C -3.01205 5.31278 1.84327 -0.9 -0.1 1.0 -0.828
C -1.12874 3.44292 -1.09677 -0.3 1.4 0.1 -0.829
C -3.37714 0.56108 3.87338 -0.2 0.0 -0.8 -0.827
C 4.23555 -2.07470 -2.63519 0.1 -0.3 -0.6 -0.629
C -3.90957 -0.51235 1.38815 -1.3 0.6 -1.2 -0.854
C -5.56390 4.90826 0.90786 -0.8 -0.8 -1.2 -0.848
C -0.25637 -1.38919 -1.61652 -1.2 -0.5 1.9 -0.930
H 6.00486 0.01728 0.92701 -0.3 0.8 -0.5 0.256
H -0.51410 2.87563 -1.79991 0.4 0.2 0.3 0.225
H 1.86289 1.35781 2.06586 -0.7 -0.6 0.0 0.227
H -3.48876 6.03776 2.52049 0.0 0.1 -0.6 0.223
H 1.03078 -6.38642 -2.15597 0.0 -0.3 0.0 0.220
H 4.46153 -1.01457 -2.65258 0.2 0.2 -0.5 0.224
H 1.29482 -0.22576 2.73167 0.1 -1.2 1.3 0.227
H -6.23708 4.07703 0.48436 0.8 1.5 0.4 0.237
H -0.54714 -1.81106 -0.60199 0.0 1.2 -1.0 0.254
H -3.89132 1.46474 3.55604 -0.3 0.1 -0.1 0.289
H -0.88530 -0.58083 -1.99620 -0.2 -0.4 0.2 0.255
H -4.90194 0.01093 1.59029 1.5 -0.3 -0.1 0.247
H -2.68730 5.68642 0.88103 -0.2 0.3 -0.1 0.255
H 2.30958 -6.19617 -0.89925 -0.4 0.2 -0.3 0.228
H 0.40033 0.45702 1.37298 0.2 0.4 0.6 0.265
H 5.07009 -0.98798 2.01719 -0.5 -0.5 0.1 0.250
H -2.75056 1.69922 -2.69223 -0.4 0.7 0.9 0.235
H 0.73193 -1.02720 -1.54191 1.3 0.1 -0.1 0.246
H 0.60744 -6.24406 -0.39102 0.4 -0.1 -0.7 0.215
H 1.47325 -3.92519 -0.37305 0.0 -0.5 -0.9 0.189
H 4.95595 -3.66931 -1.37203 -0.3 -1.0 0.6 0.187
H 6.78835 -0.63016 2.28966 0.0 -0.5 0.0 0.256
H -3.63234 -0.36326 0.30866 -0.1 0.2 1.1 0.251
H -6.08451 5.38100 1.74072 0.1 0.3 -0.2 0.237
H -4.06166 -0.17173 4.30714 0.2 -0.1 -0.2 0.232
H 6.25680 -2.82535 -2.18156 -0.5 0.0 -0.2 0.189
H -0.63010 4.37824 -0.66771 -0.4 -1.6 -0.5 0.240
H -3.69960 2.45924 -1.19760 0.0 -0.7 0.1 0.246
H -5.14377 5.56582 0.10465 -0.8 -0.5 0.7 0.270
H -2.15628 4.97178 2.41064 0.1 -0.7 -0.1 0.236
H 4.36431 -2.55827 -3.63813 -0.2 0.7 0.7 0.220
H -4.19316 2.76009 -2.91876 0.7 -0.5 0.9 0.237
H -4.08648 -1.57695 1.45234 0.0 -0.4 0.4 0.237
H 1.85363 -4.09555 -2.13187 0.0 0.1 0.1 0.197
H -2.61927 0.84616 4.57251 0.5 0.0 0.5 0.230
H -1.56760 2.76982 -0.34172 0.3 0.5 0.0 0.256
H 3.15563 -2.10324 -2.37702 0.8 -0.5 0.3 0.217

---

Record 3
13
Properties=species:S:1:pos:R:3:forces:R:3:nbo_charge:R:1 method="wB97M-V/def2-TZVPD" homo_lumo_gap_ev=10.27 de_lowest_ev=3.6790 smiles=O[C@H]1CN2C[C@@H]12 energy_ha=-286.496445 charge=0
O -1.98673 -0.81713 0.60568 0.1 0.1 0.6 -0.702
N 0.78060 0.81890 -0.72213 -0.1 -0.4 -0.3 -0.328
C -0.22415 1.20438 0.30799 -0.5 -0.2 0.1 -0.276
C -1.03689 -0.07044 -0.10296 0.1 0.5 0.0 0.073
C 0.22124 -0.72254 -0.56894 -0.1 0.0 -0.3 -0.140
C 1.53105 -0.23628 -0.10378 0.3 -0.2 0.4 -0.270
H -0.69448 2.17332 0.11715 0.1 -0.3 -0.1 0.209
H 0.17003 1.17702 1.33459 0.0 0.0 -0.3 0.181
H -1.56800 0.29387 -0.98630 0.0 -0.3 0.0 0.176
H 1.83982 -0.16398 0.93398 0.0 0.1 0.1 0.185
H 0.18172 -1.63425 -1.17732 0.1 0.9 -0.7 0.209
H -1.53099 -1.46679 1.15136 0.0 0.1 0.1 0.467
H 2.31680 -0.55610 -0.78934 0.0 -0.2 0.3 0.215

---

Record 4
8
Properties=species:S:1:pos:R:3:forces:R:3:nbo_charge:R:1 method="wB97M-V/def2-TZVPD" homo_lumo_gap_ev=11.60 de_lowest_ev=0.5805 energy_ha=-742.535769 charge=0
S 1.28995 -0.00995 -0.05108 0.0 -2.4 -3.2 1.802
F 2.94860 -0.36664 -0.30878 -1.5 0.1 1.0 -0.544
O 0.72818 -1.55478 0.19655 2.2 3.9 5.1 -0.867
O 1.01461 0.60268 1.17042 0.7 0.9 2.3 -0.872
N -1.51865 0.22978 -0.23371 0.3 -1.0 -0.3 -0.344
C -2.22885 1.11285 -0.17744 -0.1 0.6 0.2 0.110
H 0.54229 -2.01524 -0.53148 -1.0 -2.7 -5.0 0.484
H -2.77614 2.00131 -0.06447 -0.6 0.5 0.0 0.230

---

Record 5
18
Properties=species:S:1:pos:R:3:forces:R:3:nbo_charge:R:1 method="wB97M-V/def2-TZVPD" homo_lumo_gap_ev=11.13 de_lowest_ev=4.8262 smiles=CCCOn1cnn[nH+]1 energy_ha=-451.678414 charge=+1
O -0.75233 -0.11565 1.37465 -0.2 0.2 0.0 -0.285
N -2.79666 1.33820 -0.94910 0.1 0.0 -0.1 0.092
N -1.63972 0.12314 0.40167 0.1 0.1 0.1 0.151
N -1.84807 1.35315 -0.07050 0.1 -0.2 0.1 -0.117
N -3.20691 0.09978 -1.07178 -0.2 0.1 0.0 -0.187
C 0.51940 -0.65933 0.85258 0.4 -0.2 -0.1 -0.073
C 1.17088 0.19388 -0.21040 0.1 -0.1 -0.1 -0.457
C -2.50946 -0.65069 -0.22173 0.0 -0.2 -0.1 0.196
C 2.66324 -0.17550 -0.34029 -0.1 -0.1 0.1 -0.608
H 2.90303 -1.07688 0.22496 0.0 0.0 0.0 0.217
H -1.33186 2.16202 0.26311 -0.1 0.1 -0.1 0.468
H 0.69084 0.01900 -1.17357 -0.2 0.2 0.0 0.214
H 0.32882 -1.67464 0.50474 0.0 0.0 0.0 0.200
H 2.92552 -0.37693 -1.37395 0.1 0.1 0.0 0.237
H 1.12750 -0.71592 1.75178 -0.1 0.1 0.1 0.234
H 1.07625 1.24797 0.05258 0.0 0.1 0.0 0.209
H -2.61856 -1.70990 -0.05626 0.0 0.0 0.0 0.274
H 3.29809 0.61830 0.04152 0.0 0.0 0.0 0.235